DFT (ωB97M-V with the def2-TZVPD basis set) results for a cluster of 2 separate species, C11H18N2 in total at a distorted geometry.

```
! wB97M-V def2-TZVPD RIJCOSX def2/J DEFGRID3
* xyz 0 3
C 0.8283 1.5741 -0.9525
C 0.7459 -1.1023 -0.3143
C 1.9170 0.9327 -0.3824
C 1.8822 -0.3954 0.0040
C -0.3099 0.8378 -1.2783
C -0.3185 -0.5120 -0.9618
C 3.1101 1.8892 -0.0649
C 2.9843 -1.0665 0.6963
C -1.2681 -1.4049 -1.6710
C -2.6757 1.8013 0.9617
C -2.4098 -1.8591 1.3011
N -2.9757 0.3645 1.1510
N -2.2402 -0.5099 0.7198
H 1.0437 2.6390 -1.1998
H 0.7440 -2.2562 -0.0963
H -1.1140 1.3799 -1.6371
H 2.6615 2.8835 0.2271
H 3.5661 1.9106 -1.0973
H 3.8766 1.4993 0.6061
H 2.6562 -2.0913 0.8738
H 3.2581 -0.5891 1.6974
H 3.8442 -1.0500 0.0208
H -0.8674 -2.4025 -1.8531
H -1.5615 -0.9900 -2.7002
H -2.1584 -1.4885 -1.1273
H -3.4248 2.1707 0.2326
H -3.0051 2.2371 1.9716
H -1.6759 1.9402 0.7668
H -2.5586 -2.6044 0.4872
H -1.3543 -1.9278 1.6912
H -3.2002 -1.8097 1.9280
*
```

Values from the calculation:
Highest occupied orbital energy (alpha / beta) = -5.9 / -8.3 eV
HOMO-LUMO gap (alpha / beta) = 0.2519 / 0.2872 hartree